[1]
One molecule with the formula CH2FP in a non-equilibrium geometry. Source: OMol25; level of theory: the ωB97M-V functional and the def2-TZVPD basis.

```
5
CH2FP | OMol25 | the ωB97M-V functional and the def2-TZVPD basis
P -1.291 0.843 -0.075
F 1.480 0.261 1.082
C 0.586 0.053 0.201
H 0.821 -0.932 -0.259
H -1.597 -0.225 -0.950
```

Computed properties:
* total charge: 0
* frontier orbital gap (alpha / beta): 0.3094 / 0.2898 hartree
* 2S+1: 1
* SMILES string: [H]/P=C/F
* E_HOMO (alpha / beta): -0.3176 / -0.3159 hartree

[2]
CH2FTl as an isolated structure. Source: OMol25; level of theory: the ωB97M-V functional and the def2-TZVPD basis.

```
5
CH2FTl | OMol25 | the ωB97M-V functional and the def2-TZVPD basis
Tl -1.263 0.270 -1.403
F 1.727 0.529 0.387
C 0.772 -0.315 0.189
H -2.381 0.799 0.228
H 1.144 -1.282 0.598
```

Computed properties:
* total charge: 0
* frontier orbital gap (alpha / beta): 0.2310 / 0.2309 hartree
* 2S+1: 1
* E_HOMO (alpha / beta): -0.2743 / -0.2743 hartree

[3]
CH2I2N2O2S as an isolated structure in a non-equilibrium geometry. Source: OMol25; level of theory: the ωB97M-V functional and the def2-TZVPD basis.

```
10
CH2I2N2O2S | OMol25 | the ωB97M-V functional and the def2-TZVPD basis
I 0.990 1.478 3.051
I -0.596 -0.963 -3.478
S -1.067 0.394 -1.487
O -2.336 -0.055 -1.035
O -0.414 1.387 0.325
N 0.970 0.104 1.576
N 0.167 -0.508 -0.542
C 0.237 0.345 0.482
H 0.567 -1.430 -0.597
H 1.482 -0.753 1.703
```

Computed properties:
* total charge: 0
* frontier orbital gap: 0.3064 hartree
* 2S+1: 1
* E_HOMO: -0.3378 hartree

[4]
A 2-piece molecular cluster, CH2I2O overall in a non-equilibrium geometry. Source: OMol25; level of theory: the ωB97M-V functional and the def2-TZVPD basis.

```
6
CH2I2O | OMol25 | the ωB97M-V functional and the def2-TZVPD basis
I 1.179 -0.345 1.586
I -2.610 -1.321 0.755
O 0.593 0.889 -0.961
C 0.459 -0.210 -0.330
H -0.558 -0.790 -0.481
H 0.938 1.777 -0.570
```

Computed properties:
* total charge: 0
* frontier orbital gap: 0.2043 hartree
* 2S+1: 1
* E_HOMO: -0.2950 hartree

[5]
CH2I3P as an isolated structure in a non-equilibrium geometry. Source: OMol25; level of theory: the ωB97M-V functional and the def2-TZVPD basis.

```
7
CH2I3P | OMol25 | the ωB97M-V functional and the def2-TZVPD basis
I 0.370 0.782 2.025
I -2.716 0.663 0.116
I -0.874 -2.286 0.709
P 0.259 0.030 -1.272
C -0.689 -0.164 0.300
H 2.262 1.573 -1.165
H 1.388 -0.599 -0.713
```

Computed properties:
* total charge: 0
* frontier orbital gap (alpha / beta): 0.2854 / 0.2757 hartree
* 2S+1: 1
* E_HOMO (alpha / beta): -0.3472 / -0.3233 hartree

[6]
CH2I3P as an isolated structure in a non-equilibrium geometry. Source: OMol25; level of theory: the ωB97M-V functional and the def2-TZVPD basis.

```
7
CH2I3P | OMol25 | the ωB97M-V functional and the def2-TZVPD basis
I 0.686 -0.103 2.015
I 0.585 -2.351 -0.814
I -2.434 -0.750 0.307
P -0.154 0.750 -1.143
C -0.267 -0.509 0.166
H 1.225 0.357 -1.187
H 0.359 2.606 0.656
```

Computed properties:
* <S²>: 2.006
* total charge: 0
* frontier orbital gap (alpha / beta): 0.2490 / 0.2636 hartree
* 2S+1: 3
* E_HOMO (alpha / beta): -0.2965 / -0.3475 hartree

[7]
A 2-piece molecular cluster, CH2INO2 overall in a non-equilibrium geometry. Source: OMol25; level of theory: the ωB97M-V functional and the def2-TZVPD basis.

```
7
CH2INO2 | OMol25 | the ωB97M-V functional and the def2-TZVPD basis
I 2.639 0.106 0.206
O -1.229 -0.951 0.410
O 1.471 -1.378 -0.314
N -1.271 1.349 0.083
C -1.380 0.160 0.157
H 0.699 -1.172 0.166
H -0.929 1.885 -0.708
```

Computed properties:
* total charge: 0
* frontier orbital gap: 0.3286 hartree
* 2S+1: 1
* SMILES string: N=C=O.OI
* E_HOMO: -0.3479 hartree

[8]
A 2-piece molecular cluster, CH2IO3S overall in a non-equilibrium geometry. Source: OMol25; level of theory: the ωB97M-V functional and the def2-TZVPD basis.

```
8
CH2IO3S | OMol25 | the ωB97M-V functional and the def2-TZVPD basis
I -2.325 -1.081 0.088
S 2.382 -1.991 0.136
O 2.711 -0.985 1.164
O 0.874 -2.140 0.144
O 2.969 -1.717 -1.207
C -0.404 -0.549 -0.349
H 0.073 0.079 0.569
H -0.068 -0.332 -1.381
```

Computed properties:
* total charge: -1
* frontier orbital gap (alpha / beta): 0.2454 / 0.2247 hartree
* 2S+1: 1
* E_HOMO (alpha / beta): -0.1447 / -0.1237 hartree

[9]
CH2LiO3Zn as an isolated structure in a non-equilibrium geometry. Source: OMol25; level of theory: the ωB97M-V functional and the def2-TZVPD basis.

```
8
CH2LiO3Zn | OMol25 | the ωB97M-V functional and the def2-TZVPD basis
Zn -1.571 -1.011 -0.008
O 1.832 0.554 -0.236
O -1.415 0.537 0.978
O 0.066 -0.648 -0.753
C 0.839 -0.073 0.119
Li 1.383 0.161 -2.181
H -1.774 1.424 0.955
H 0.639 -0.944 1.127
```

Computed properties:
* total charge: +1
* frontier orbital gap: 0.2998 hartree
* 2S+1: 1
* E_HOMO: -0.5352 hartree

[10]
One molecule with the formula CH2N2O in a non-equilibrium geometry. Source: OMol25; level of theory: the ωB97M-V functional and the def2-TZVPD basis.

```
6
CH2N2O | OMol25 | the ωB97M-V functional and the def2-TZVPD basis
O -1.812 -0.107 0.026
N -0.664 -0.739 0.117
N 1.556 0.162 0.138
C 0.321 0.133 0.235
H -1.393 0.900 0.109
H 1.992 -0.349 -0.625
```

Computed properties:
* total charge: 0
* frontier orbital gap (alpha / beta): 0.2824 / 0.2816 hartree
* 2S+1: 1
* SMILES string: N=C=NO
* E_HOMO (alpha / beta): -0.3355 / -0.3347 hartree

[11]
A 2-piece molecular cluster, CH2N2O2 overall in a non-equilibrium geometry. Source: OMol25; level of theory: the ωB97M-V functional and the def2-TZVPD basis.

```
7
CH2N2O2 | OMol25 | the ωB97M-V functional and the def2-TZVPD basis
O -1.278 0.115 -0.032
O 1.834 0.203 0.211
N -0.293 1.132 -0.034
N -0.323 -0.920 -0.027
C 0.679 -0.012 0.079
H -0.486 -2.067 0.771
H -0.133 1.548 -0.967
```

Computed properties:
* total charge: 0
* frontier orbital gap: 0.3368 hartree
* 2S+1: 1
* E_HOMO: -0.3536 hartree

[12]
A 2-piece molecular cluster, CH2N2O2S overall in a non-equilibrium geometry. Source: OMol25; level of theory: the ωB97M-V functional and the def2-TZVPD basis.

```
8
CH2N2O2S | OMol25 | the ωB97M-V functional and the def2-TZVPD basis
S -1.774 -0.357 -1.347
O 0.217 -0.761 1.605
O 0.303 -2.378 0.015
N 0.406 -1.165 0.181
N 0.050 1.676 -0.682
C -0.619 0.687 -0.992
H 0.513 0.145 1.610
H 0.904 2.153 -0.390
```

Computed properties:
* total charge: 0
* frontier orbital gap: 0.3350 hartree
* 2S+1: 1
* SMILES string: N=C=S.O=NO
* E_HOMO: -0.3570 hartree